# 1
The following is a DFT calculation (wB97M-V/def2-TZVPD) of the molecule C4H6N2O in a non-equilibrium geometry.

Values from the calculation:
Relative energy (zero: lowest compared OMol25 entry of this formula, charge and spin) (kcal/mol): 190.88
Total charge: 0
SMILES: C1=NO[C@@H]2C[C@H]2N1
HOMO level (eV): -8.81

Structure (XYZ):
```
13
Properties=species:S:1:pos:R:3:forces:R:3
N -0.678647 -1.135089 -0.567538 -2.2752 -2.7544 -0.2135
H -0.524679 -2.389465 1.287580 -1.3154 -1.8238 -0.1180
H -1.641256 -1.545464 -0.898374 2.4372 1.1801 1.0373
N 0.747860 -1.088982 1.455774 -1.1758 0.7099 -0.7579
H -0.582118 2.346747 0.048966 1.6506 -1.2641 -2.5877
C -0.535596 0.208974 -0.398475 1.5910 6.7720 3.7546
H 1.597574 -0.098671 -0.740291 -0.2206 1.6705 -0.6839
C -0.236227 -1.568165 0.716319 3.6096 1.3725 0.0741
H 0.234636 2.128550 -1.865894 -0.7737 -1.4451 3.1379
O 1.419450 0.160291 1.191380 -1.2858 0.6506 -0.5440
H -0.862406 0.649916 0.659581 -0.3412 -2.1324 -1.7685
C 1.101107 0.692021 -0.128734 -2.9665 -3.4939 -0.6265
C -0.039698 1.639339 -0.760294 1.0657 0.5581 -0.7039
```
Positions in Å, forces in eV/Å.

***

# 2
The following is a DFT calculation (wB97M-V/def2-TZVPD) of a cluster of 2 separate species, C7H14Br2O3Si in total.

Values from the calculation:
Total charge: -2
HOMO level (eV): 2.20

Structure (XYZ):
```
27
Properties=species:S:1:pos:R:3:forces:R:3
C 2.516026 0.105043 -0.664437 -0.2302 -0.1511 -0.1941
H -2.035718 -0.636728 1.871346 -0.0778 -0.0556 0.0028
H -0.093137 1.899953 -3.250256 0.0200 0.0386 0.0465
H 1.789446 -0.303017 0.036397 0.0660 0.1234 0.0966
H 4.164577 -0.820182 -1.738541 -0.0562 0.0654 -0.0833
C -2.491424 0.672043 3.455752 -0.2332 -0.0420 0.0360
Si 0.282406 0.778357 -2.352132 0.0958 -0.0829 0.0014
C -1.029058 -0.969960 -0.637054 -0.2389 0.6064 0.0348
Br -2.118549 -2.254625 -1.722488 0.0349 -0.1111 -0.1144
H 2.569318 -1.121884 -2.446706 -0.0203 -0.0303 0.0737
H 3.063212 -1.967557 -0.977476 0.0414 0.0309 0.0160
C -2.553226 -0.789469 2.861453 0.1737 0.2082 -0.0544
H 0.503418 -0.414554 -3.205227 -0.0278 0.0344 -0.0740
Br 3.927781 0.844645 0.497562 0.0750 -0.0072 0.0690
O -1.283833 1.296884 3.472071 0.0798 0.0211 -0.1185
H -1.792236 -1.368244 3.461269 -0.0170 0.0176 0.0264
H -2.067069 0.589176 -1.658645 0.0112 -0.0378 0.0224
C -1.114521 0.426966 -1.154578 -0.2711 0.0526 0.0465
H 2.597318 1.613082 -2.215684 0.0185 -0.0219 0.0575
O -3.762852 -1.388675 2.776423 -0.0656 -0.0204 -0.0336
H -3.275228 1.219423 2.855444 -0.0014 0.0081 0.0099
C 3.117148 -1.016458 -1.507359 0.0294 -0.0433 0.0197
H 1.658623 2.054958 -0.790288 -0.0545 0.0312 -0.0846
C 1.886889 1.231079 -1.472703 0.1083 0.0511 0.1013
O -0.441171 -1.323379 0.306561 0.4711 -0.6627 0.0458
H -1.055715 1.083232 -0.274866 0.0046 -0.0679 0.0216
H -2.962423 0.559891 4.474163 0.0641 0.0452 0.0290
```
Positions in Å, forces in eV/Å.

***

# 3
The following is a DFT calculation (wB97M-V/def2-TZVPD) of a cluster of 13 separate species, C5H38NO13 in total in a non-equilibrium geometry.

Values from the calculation:
Relative energy (zero: lowest compared OMol25 entry of this formula, charge and spin) (kcal/mol): 28.86
Total charge: +1
HOMO level (eV): -12.91

Structure (XYZ):
```
57
Properties=species:S:1:pos:R:3:forces:R:3
H -4.219098 2.471382 -1.934908 -0.0309 -0.0190 -0.1669
H 1.029507 -1.056439 1.384203 -0.1077 0.1848 0.0605
C -1.791918 -3.119851 -0.760533 -0.4994 1.0452 -1.1814
H -2.887610 -1.024364 0.836189 -0.3332 0.2962 0.1100
O 0.225865 -3.244511 -3.725425 -0.4649 0.5342 -0.0918
H 2.180330 0.952036 3.926301 0.1167 -0.0966 0.1556
O 2.723749 -2.672671 2.431209 0.4227 -0.1892 -0.4036
H 0.554696 3.707410 -0.422321 0.3115 -0.4563 0.0231
H 1.182953 -3.179480 -3.738128 0.0680 -0.4774 0.0242
H -4.473202 0.975561 -2.164885 -0.0991 0.1317 -0.0820
H 2.022332 -0.151462 -1.551522 -0.1353 -0.6660 -0.2095
C -3.397260 -1.277818 -0.099449 1.6579 -0.1416 -0.5048
C 0.116911 -0.949954 -1.652228 0.8472 -0.1276 -0.6257
H 4.363527 -0.753159 -0.123445 0.4562 -0.0626 -0.1052
O 1.622607 0.163739 3.904210 0.0580 0.2528 -0.4061
H -0.104645 3.249111 5.111450 0.0763 0.0301 0.1697
H 0.810405 0.524789 4.281809 0.0734 -0.1791 0.2425
H 2.618718 0.440187 1.113754 0.1098 0.1849 -0.3560
O 0.408124 -1.738866 1.683499 0.2549 0.1617 -0.2690
H 5.406010 0.297220 -0.337108 0.2263 -0.0456 -0.0973
H -1.971851 1.314289 -4.646397 -0.0694 0.0580 -0.0836
O 3.142081 -0.370006 1.154797 -0.7065 0.7153 0.3992
H -0.050442 -4.126379 -3.468496 0.4467 -0.1916 -0.0638
C -1.080173 -0.683803 -0.750326 1.4117 -0.1355 -1.2393
H -0.591352 1.364913 -0.872566 0.2144 -0.0811 -0.2888
H -1.461272 2.595471 -4.016413 0.1032 0.1661 -0.1259
H -2.461355 -1.688087 -2.128046 -0.3016 0.7582 0.0706
H 3.663416 3.777047 -0.430783 0.1862 -0.0091 -0.0882
O -3.815245 1.602721 -1.847329 -0.4179 -0.0800 0.4396
H 1.024731 -2.484065 1.619894 -0.3873 -0.4522 -0.1960
H -3.904245 -0.414495 -0.510896 -0.6870 -0.0808 0.4398
H 0.013482 2.547797 1.986572 0.6144 -0.1662 0.0746
H -0.113349 -0.891148 -2.722648 -0.4073 -0.2763 0.1626
H 3.368822 -0.402407 2.093784 0.1687 -0.5305 -0.0641
O -0.159471 3.196604 -0.016464 0.0382 1.1896 -0.7182
H 2.962476 -3.469612 2.910996 -0.2550 0.1183 0.3470
C -2.220285 -1.637816 -1.062206 -0.1917 -0.9766 1.2891
H -0.783054 2.013236 4.535531 -0.0555 0.1304 -0.1211
H -1.931152 0.875319 -1.839961 0.2413 0.4911 -0.1627
H 0.510655 -1.944312 -1.443430 -0.1150 -0.0047 -0.0133
H 1.998208 -2.196752 2.853262 0.3493 -0.2206 0.8810
O 1.095230 0.050241 -1.406824 -0.1709 1.1283 0.8403
H -2.738123 -3.605630 -0.541109 0.3574 -0.4681 0.6553
H -1.001277 -3.165015 -0.020453 -0.2566 -0.3632 0.3233
H -2.039125 1.099267 -0.235977 -0.2194 -0.0709 0.1362
O 5.163156 -0.578894 -0.653808 -0.4269 0.0967 -0.0177
O -0.377628 1.676473 2.008896 -1.3251 -0.8503 -0.1950
O -2.190829 1.972467 -3.976271 0.3026 -0.2540 -0.0283
H 0.224386 0.987957 2.293995 0.5250 0.2854 0.3466
H -0.863371 3.859275 -0.057038 -0.2974 -0.2456 0.1796
O 0.080234 2.366869 4.778155 -0.1476 0.0274 0.0662
H -0.689179 -0.810983 0.257168 -0.6180 0.1176 0.0815
N -1.413996 0.762114 -0.962442 -0.5850 -0.4734 0.5602
H -1.483216 -3.571360 -1.703217 0.4565 -0.0393 0.1852
H -3.974268 -2.159818 0.156261 -0.6299 0.2698 -0.4446
H 2.530168 4.612390 0.135089 0.1129 0.2899 0.0863
O 3.145207 3.913254 0.366020 -0.2654 -0.2327 -0.0002
```
Positions in Å, forces in eV/Å.

***

# 4
The following is a DFT calculation (wB97M-V/def2-TZVPD) of a structure of composition C4H8O3.

Values from the calculation:
Relative energy (zero: lowest compared OMol25 entry of this formula, charge and spin) (kcal/mol): 124.64
Total charge: 0
HOMO level (eV): -9.59

Structure (XYZ):
```
15
Properties=species:S:1:pos:R:3:forces:R:3
C -0.331242 -0.243255 -0.801463 0.2439 0.0788 -0.0787
H 0.582141 1.637048 0.032520 0.0416 0.0067 -0.0917
C 0.293818 0.305237 1.679648 0.2588 0.0559 0.2530
H -0.281518 -0.509859 2.150988 0.0893 -0.0107 0.1326
H 0.856641 -1.728109 -1.791693 0.0205 0.1012 0.1162
H -0.279404 1.993408 0.192321 -0.1598 0.1615 -0.0122
O 1.261423 0.826424 2.174732 -0.4747 -0.2454 -0.3093
H -2.135306 -0.498705 -0.268029 0.0237 -0.1920 -0.0139
H 1.114708 -1.655851 -0.041853 -0.0092 0.0827 -0.1168
O -1.406669 -1.099705 -0.514120 -0.2103 0.0893 -0.0434
C -0.355147 0.745532 0.376720 0.2271 -0.0589 -0.0730
C 0.941646 -1.050748 -0.937921 0.0403 -0.0352 0.0226
H 1.806921 -0.396773 -1.096848 -0.1253 -0.0916 0.0250
O -1.548796 1.332132 0.561670 0.0300 0.1446 0.0447
H -0.519217 0.343224 -1.716671 0.0041 -0.0871 0.1451
```
Positions in Å, forces in eV/Å.

***

Record-wise LUMO values, in eV: 0.66, 4.30, -2.77, 0.40